Record 1
Here is C31H28BGeN8Ru as an isolated structure in a non-equilibrium geometry from the Open Molecules 2025 dataset. Energies are from the ωB97M-V functional and the def2-TZVPD basis.

Values from the calculation:
expectation value of S²: 0.77
LUMO (spin up / spin down): -0.3295 / -0.3255 hartree
net charge: +2
2S+1: 2
HOMO energy (spin up / spin down): -14.0717 / -14.0698 eV
relative energy (zero: lowest compared OMol25 entry of this formula, charge and spin): 9.0 kcal/mol

Positions of all 70 atoms, in Å:
1 Ru 1.18521 -0.50046 -0.14226
2 C -0.76426 -3.87511 -1.72159
3 C -0.27264 -3.14706 -0.65460
4 N 0.31281 -2.03023 -1.10796
5 N 0.21340 -2.02609 -2.46316
6 C -0.44625 -3.13199 -2.84526
7 B 0.87496 -0.85438 -3.24032
8 N 2.36823 -0.81863 -2.79722
9 C 3.49713 -1.15853 -3.42381
10 C 4.54949 -1.07643 -2.51875
11 C 3.97321 -0.67538 -1.32893
12 N 2.64610 -0.50570 -1.52205
13 N 0.22176 0.44032 -2.69465
14 C -0.46821 1.37221 -3.35309
15 C -0.91151 2.32591 -2.45370
16 C -0.45198 1.90660 -1.22048
17 N 0.22394 0.75109 -1.36619
18 N 0.81277 -0.93406 -4.72419
19 C 1.42058 -0.06222 -5.59216
20 C 1.17758 -0.50135 -6.85859
21 C 0.39362 -1.66517 -6.68356
22 N 0.16856 -1.91698 -5.41103
23 H -1.28264 -4.81703 -1.69008
24 H -0.31631 -3.36688 0.39917
25 H -0.63010 -3.30538 -3.89155
26 H 3.49603 -1.44800 -4.46261
27 H 5.58840 -1.28685 -2.70519
28 H 4.42459 -0.47719 -0.36979
29 H -0.61191 1.29828 -4.41940
30 H -1.48752 3.21100 -2.66093
31 H -0.55916 2.37494 -0.26247
32 H 1.98496 0.78747 -5.23771
33 H 1.48356 -0.04232 -7.78312
34 H -0.02285 -2.30984 -7.44179
35 C 0.67267 -1.02415 1.65036
36 Ge -0.44269 0.24955 2.62169
37 C 0.31693 1.89037 1.93969
38 C -0.23140 3.14636 2.18048
39 C 0.42883 4.29474 1.75242
40 C 1.65711 4.20580 1.10622
41 C 2.23381 2.96717 0.86658
42 C 1.55887 1.83357 1.28485
43 C -2.18445 -0.26043 1.93406
44 C -2.78147 0.41396 0.86733
45 C -3.99103 -0.03797 0.36048
46 C -4.59369 -1.16720 0.90174
47 C -3.99731 -1.84739 1.95487
48 C -2.78914 -1.40018 2.47300
49 C -0.51215 0.22898 4.53505
50 C -1.44330 1.07028 5.14272
51 C -1.50920 1.13020 6.52771
52 C -0.66292 0.34514 7.30034
53 C 0.26211 -0.49458 6.69649
54 C 0.34013 -0.55696 5.31134
55 H 0.86067 -2.03173 2.04451
56 H -1.18773 3.23828 2.68152
57 H -0.01294 5.26576 1.93510
58 H 2.16996 5.10533 0.79364
59 H 3.20253 2.89870 0.38847
60 H 2.08744 0.85377 1.12497
61 H -2.32348 1.29574 0.44653
62 H -4.46851 0.49747 -0.45005
63 H -5.53702 -1.51585 0.50283
64 H -4.47713 -2.71669 2.38471
65 H -2.33401 -1.92513 3.30597
66 H -2.12907 1.66838 4.55158
67 H -2.23316 1.78093 7.00014
68 H -0.73318 0.38137 8.37930
69 H 0.92131 -1.10443 7.30014
70 H 1.07104 -1.21371 4.85227

=====

Record 2
Here is C16H23CoIN3O4S as an isolated structure in a non-equilibrium geometry from the Open Molecules 2025 dataset. Energies are from the ωB97M-V functional and the def2-TZVPD basis.

Values from the calculation:
expectation value of S²: 6.02
LUMO (spin up / spin down): -0.0215 / -0.1374 hartree
2S+1: 5
HOMO energy (spin up / spin down): -7.3825 / -7.3667 eV
relative energy (zero: lowest compared OMol25 entry of this formula, charge and spin): 13.6 kcal/mol

Positions of all 49 atoms, in Å:
1 Co -0.64752 1.01265 2.41636
2 O 5.90836 0.69784 4.68877
3 C 5.46868 1.77601 4.37717
4 O 5.82454 2.92879 4.31810
5 C 3.89340 1.64720 3.88376
6 C 3.23768 2.78875 3.46899
7 C 1.90934 2.68127 3.08751
8 N 1.27033 1.51802 3.10143
9 C 1.91910 0.42342 3.50318
10 C 3.24522 0.43074 3.91165
11 C 1.10278 -0.88568 3.44291
12 O 1.65602 -1.95511 3.56126
13 O -0.13029 -0.68455 3.19946
14 H 3.75544 3.73199 3.43276
15 H 1.35043 3.54773 2.75923
16 H 3.73300 -0.48156 4.22205
17 I -2.63797 2.28291 2.87424
18 C -4.06257 1.07598 -3.93052
19 C -2.55766 1.14265 -3.68968
20 C -2.16545 1.99122 -2.47967
21 C -2.76419 1.49234 -1.16149
22 N -2.41963 0.10914 -0.90285
23 C -1.28214 -0.30710 -0.35067
24 S -0.10431 0.82683 0.17074
25 N -1.05223 -1.61343 -0.28636
26 C 0.13449 -2.25645 0.23446
27 C 1.23206 -2.44285 -0.81394
28 C 0.91759 -3.46520 -1.90740
29 C -0.04536 -2.97148 -2.98499
30 H -4.27112 0.54772 -4.85841
31 H -4.48269 2.07540 -4.00945
32 H -4.58051 0.55519 -3.12724
33 H -2.07656 1.56673 -4.57235
34 H -2.16305 0.13106 -3.56882
35 H -2.48246 3.02331 -2.62847
36 H -1.07844 1.99067 -2.38608
37 H -3.85106 1.56188 -1.16997
38 H -2.38592 2.10766 -0.34276
39 H -3.03248 -0.58902 -1.30144
40 H -1.75103 -2.22969 -0.67899
41 H -0.17020 -3.22113 0.63970
42 H 0.53027 -1.65438 1.05260
43 H 2.11838 -2.77563 -0.27236
44 H 1.45828 -1.47634 -1.26849
45 H 0.52480 -4.37780 -1.45494
46 H 1.85947 -3.72217 -2.39449
47 H -1.07600 -2.93402 -2.63665
48 H -0.01658 -3.64392 -3.84024
49 H 0.23778 -1.97759 -3.32763

=====

Record 3
Here is H2N3O4S as an isolated structure in a non-equilibrium geometry from the Open Molecules 2025 dataset. Energies are from the ωB97M-V functional and the def2-TZVPD basis.

Values from the calculation:
LUMO (spin up / spin down): 0.1236 / 0.1236 hartree
net charge: -1
2S+1: 1
HOMO energy (spin up / spin down): -4.5340 / -4.5327 eV
relative energy (zero: lowest compared OMol25 entry of this formula, charge and spin): 59.0 kcal/mol

Positions of all 10 atoms, in Å:
1 N 1.10630 1.31740 0.08586
2 N -1.14056 0.16501 1.09714
3 N -0.67697 -1.06162 0.79147
4 O 0.50827 -2.06614 -1.27550
5 O 2.11799 1.52271 0.80962
6 O 1.17457 -0.00716 -0.43676
7 O -1.04560 -0.17880 -1.57673
8 S -0.19002 -0.94392 -0.69578
9 H -0.29580 0.92703 0.98730
10 H -1.55818 0.32548 0.21338